Entry from OMol25: C40H44BN14O3PbS2 as an isolated structure (wB97M-V/def2-TZVPD).

**LUMO energy**: -2.793 eV
**Net charge**: +1
**Highest occupied orbital energy**: -0.373 Eh
**Kohn-Sham gap**: 0.26999 Eh

```
105
C40H44BN14O3PbS2 | OMol25 | wB97M-V/def2-TZVPD
Pb 0.3587 -0.0203 0.0364
S -5.9373 0.4925 -0.9654
S -2.2182 5.0561 -3.4010
O 1.4950 5.5568 5.9920
O -0.6015 5.3254 5.5676
O 2.2557 1.9137 -1.0443
N -3.4777 1.1302 -0.6577
N 1.7700 0.5499 2.2614
N 1.7210 -1.9834 -0.1465
N 3.4884 1.5868 -2.9278
N 0.5635 5.0324 5.4287
N -0.7457 -1.5166 1.5870
N -0.8239 -2.8289 1.2940
N -1.1718 -2.7009 -1.1748
N -0.9419 -1.4144 -1.5088
N -0.2627 2.2372 1.4769
N 1.7937 0.0937 -2.2749
N 1.1274 -3.1884 -0.2381
N -1.8192 3.0491 -1.8672
N 1.3590 -1.8025 -3.4389
C 1.7876 -5.5893 -0.6076
C -1.7431 -2.5687 3.2758
C -1.5459 4.2288 1.7308
C 3.1020 -0.3401 -4.2288
C -3.1611 3.0692 -2.1119
C 0.8858 3.9305 4.5412
C -3.5568 4.0899 -2.9334
C 3.0271 -2.1548 -0.3434
C 4.2274 2.7924 -2.6387
C 3.2309 1.0695 4.5808
C 3.7811 0.8087 -3.9852
C 1.5072 1.6547 2.9783
C -2.1316 -3.2088 -1.9724
C 2.0546 -4.1340 -0.4842
C 0.4512 2.5483 2.5637
C -1.7281 -4.9464 2.2882
C -4.3366 0.2589 -0.2768
C -1.7420 -1.0997 -2.5286
C 1.8963 3.1088 4.9262
C -1.4911 -0.0306 3.4578
C -2.5208 -2.2113 -2.8506
C -5.3321 1.8568 -1.8029
C 2.0668 -0.6820 -3.3098
C 4.0382 -1.0633 -0.3370
C 2.4740 1.2202 -2.0288
C -1.4258 -3.4922 2.2978
C -1.3054 -1.3404 2.7842
C 2.6970 -0.2760 2.6882
C -4.0846 -0.8678 0.6498
C -1.1842 3.9936 -2.4512
C 0.2816 4.1884 -2.3862
C 3.4583 -0.0637 3.8431
C -1.2324 3.0275 1.0821
C 2.2231 1.9567 4.1647
C -4.0027 2.0405 -1.5300
C -2.6424 -4.6026 -1.9188
C -0.8549 4.5681 2.8684
C 3.2847 -3.5070 -0.5627
C 0.1495 3.7005 3.3380
C -1.6781 0.2046 -3.2330
B -0.3844 -3.4077 -0.0548
H -1.8330 -5.3195 -2.0424
H 1.0931 -5.8011 -1.4167
H -1.7748 2.6977 0.2074
H -2.1013 -0.1725 4.3459
H -3.3203 -1.5235 0.2340
H -3.3662 -4.7394 -2.7178
H -1.1293 0.9299 -2.6395
H 3.5907 -0.1084 -0.0780
H -0.6206 -4.5582 -0.0927
H 4.4941 -0.9937 -1.3254
H -3.1294 -4.8147 -0.9692
H -2.2409 -2.7557 4.2038
H -5.9690 2.4352 -2.4395
H -2.1793 -5.2303 3.2353
H 0.7135 4.0297 -3.3752
H 1.3558 -5.9670 0.3153
H -4.5369 4.3163 -3.2991
H -3.2596 -2.2880 -3.6212
H 4.2082 -0.7817 4.1351
H -2.4287 -5.1820 1.4872
H -2.6801 0.5846 -3.4238
H -1.0951 5.4739 3.4078
H 0.7104 3.4764 -1.6820
H 0.5184 5.2082 -2.0814
H -3.7344 -0.4965 1.6113
H 4.4008 2.8333 -1.5636
H -0.8268 -5.5374 2.1373
H 3.7885 1.2895 5.4781
H 4.8357 -1.2903 0.3706
H 4.5815 1.1533 -4.6244
H -4.9983 -1.4373 0.8005
H -1.9868 0.6733 2.7946
H 2.4279 3.3228 5.8427
H 4.2437 -3.9500 -0.7422
H 0.6179 -1.9386 -2.7660
H 2.7219 -6.1137 -0.7908
H 3.3373 -0.9713 -5.0679
H -2.3315 4.8595 1.3481
H 3.6452 3.6700 -2.9231
H 5.1737 2.7960 -3.1739
H -0.5403 0.4022 3.7524
H 2.8567 -1.1605 2.0906
H 1.4729 -2.4044 -4.2330
H -1.1776 0.0823 -4.1950
```

Löwdin population analysis, charges in e, atoms 1 to 2: Pb 1.454; S 1.068


Entry from OMol25: C40H44BrKN4O10P2S4 as an isolated structure (wB97M-V/def2-TZVPD).

**LUMO energy**: 3.464 eV
**Net charge**: -2
**Highest occupied orbital energy**: -0.079 Eh
**Kohn-Sham gap**: 0.20605 Eh

```
106
C40H44BrKN4O10P2S4 | OMol25 | wB97M-V/def2-TZVPD
Br 0.4617 7.4129 1.0507
K -2.0543 1.6314 0.5863
S 1.5995 2.6461 2.5566
S -3.7527 -1.3438 -0.4070
S -0.1506 4.4161 0.4771
S -2.3685 1.0429 4.2034
P -5.2267 1.7728 -1.0213
P -2.6930 1.3627 -2.7492
O -6.3125 0.8186 -1.3419
O -2.7378 -0.0774 -3.1182
O -1.6756 1.7326 3.0845
O -2.4479 -0.8944 0.1659
O -2.5909 2.2753 -4.0941
O -1.6239 1.8889 -1.8392
O -4.4954 1.6368 0.2890
O -5.8293 3.2778 -1.1281
O 2.1385 -5.1118 0.3494
O -4.1392 1.8393 -2.2162
N 0.5816 -1.2819 1.0985
N 1.6550 3.6349 -1.3099
N 3.4034 2.7570 0.6286
N 1.5434 -4.9121 -1.8241
C 0.6475 -0.4207 0.0891
C -2.2876 -3.6677 -0.4629
C -3.0257 -5.7047 -1.5079
C 0.6691 -1.9361 5.8234
C 1.3904 -2.9733 -0.3941
C -4.1972 -2.2463 2.2414
C 2.0203 2.8989 -6.2520
C -0.5709 -1.8220 6.4460
C 3.8806 2.9676 -0.7291
C 2.1318 3.0061 1.0292
C 0.9113 2.4870 -4.1537
C 0.9708 -1.1510 4.7209
C 1.9160 4.6185 -4.5754
C -4.8386 -1.5923 1.0200
C 6.4339 -0.8536 0.5997
C -4.4442 -3.7607 -1.5426
C 1.3081 2.0533 -5.4091
C -3.5901 -0.1038 3.4712
C 6.0702 0.4679 0.8294
C 4.7925 0.7912 1.2697
C 2.3199 4.1872 -5.8342
C 4.4174 2.2298 1.5315
C -3.4823 -3.0676 -0.8209
C 4.2371 -1.5547 1.2619
C 1.1075 -0.7434 -1.1821
C -1.1955 -0.1528 4.8482
C 0.7986 4.2275 -2.3426
C 5.5169 -1.8687 0.8181
C -4.2146 -5.0864 -1.8798
C 3.0515 4.0053 -1.4237
C 1.2183 3.7737 -3.7195
C -1.5069 -0.9233 5.9613
C -3.1065 -1.4640 2.9904
C 3.8721 -0.2347 1.4793
C 0.0360 -0.2485 4.2277
C -2.0615 -4.9951 -0.8039
C 1.4917 -2.0448 -1.4262
C 1.7281 -4.4141 -0.5620
C 0.9440 -2.5355 0.8459
C 1.1861 3.6336 0.0087
H 0.8758 -3.2448 1.6651
H 2.3246 2.5606 -7.2357
H 7.4319 -1.0861 0.2478
H 1.8611 -2.3371 -2.4021
H -4.9578 -5.6350 -2.4452
H 4.0412 2.3488 2.5458
H 3.5243 -2.3491 1.4358
H -2.2259 -1.3422 2.3614
H 0.2943 0.5931 0.2263
H -0.2255 3.9252 -2.1372
H -5.1488 3.9170 -0.8873
H 1.1257 0.0170 -1.9473
H -2.8483 -6.7395 -1.7757
H -2.4746 -0.8259 6.4421
H -5.2173 -0.5827 1.1982
H 1.4005 -2.6381 6.2048
H 0.8459 5.3231 -2.2771
H 0.9174 -4.4389 -2.4534
H 1.6319 -5.9097 -1.9176
H 6.7885 1.2630 0.6588
H 5.3095 2.8515 1.4095
H -4.3825 -0.1842 4.2223
H 3.3261 4.0326 -2.4774
H 1.0325 1.0580 -5.7378
H -3.9855 0.4972 2.6437
H -5.0072 -2.4616 2.9489
H 0.3100 1.8615 -3.5086
H -0.8049 -2.4336 7.3087
H 1.9352 -1.2353 4.2351
H 3.8528 2.0245 -1.2864
H 2.8623 4.8602 -6.4881
H -3.1291 1.8719 -4.7835
H 3.2303 5.0009 -0.9918
H -1.1337 -5.4756 -0.5157
H 2.8737 0.0149 1.8206
H -2.8109 -2.0660 3.8534
H 5.7875 -2.9025 0.6420
H 0.2472 0.3747 3.3680
H 4.9230 3.2939 -0.6707
H -1.5563 -3.0746 0.0721
H 2.1376 5.6307 -4.2533
H -5.6754 -2.1912 0.6529
H -5.3522 -3.2557 -1.8526
H -3.7864 -3.2176 1.9493
```

Löwdin population analysis, charges in e, atoms 1 to 2: Br -0.668; K 0.685


Entry from OMol25: C40H44CdCl3N7O as an isolated structure (wB97M-V/def2-TZVPD).

**LUMO energy**: 4.081 eV
**Net charge**: -2
**Highest occupied orbital energy**: 0.025 Eh
**Kohn-Sham gap**: 0.12473 Eh

```
96
C40H44CdCl3N7O | OMol25 | wB97M-V/def2-TZVPD
Cd -0.5926 0.6547 -0.8341
Cl -3.7491 2.9997 -4.8953
Cl -3.3121 2.4057 -2.0451
Cl -3.2714 -2.8235 4.8961
O -2.6174 0.4003 0.0128
N -0.2388 1.5333 1.4131
N -2.4366 -0.9664 -3.5802
N 1.5547 -3.9523 2.0152
N 0.4037 3.5874 -0.4575
N 2.2027 -2.7723 4.0530
N 1.1975 -1.5566 2.1987
N 3.4588 -2.4206 1.9880
C 2.1040 3.7070 3.3218
C 3.5150 -2.5249 3.4458
C 2.5300 -1.3234 1.6517
C 2.0236 4.8761 2.5713
C 1.3074 -1.6734 3.6465
C 2.1105 -2.6234 -2.1704
C 0.8036 3.6371 0.8791
C 1.3000 4.8991 1.3484
C -4.1270 -3.8632 -1.0636
C 1.4268 2.5535 2.9683
C 1.4252 2.6823 -2.6485
C 1.6656 -4.0086 3.4719
C -0.3484 4.6774 -0.9022
C 0.0388 -1.3822 -1.6636
C -3.0576 -1.8598 3.4351
C 2.8935 2.2407 -2.5312
C 0.6943 2.5432 1.7425
C -2.0980 -0.8744 3.3991
C 0.7257 2.4111 -1.2729
C 1.4630 4.1460 -3.1006
C -3.8594 -2.0905 2.3230
C -2.9765 -1.8707 -2.6725
C -2.1530 -2.6843 -1.8703
C -3.0566 3.5525 -3.3332
C -4.3600 -2.0633 -2.6375
C 2.8843 -3.6677 1.4681
C -4.9295 -3.0481 -1.8484
C 0.9721 6.0381 0.5855
C -0.8144 0.8988 2.3760
C 0.7625 1.8618 -3.7597
C 1.3956 -3.7933 -2.3725
C -1.8692 -0.1067 2.2504
C -2.7531 -3.6624 -1.0847
C -2.6978 -0.2995 1.0995
C -0.6631 -2.5796 -1.9231
C -3.6840 -1.3176 1.1973
C 0.6784 -2.8168 1.6667
C 0.0142 -3.7585 -2.2576
C 1.4294 -1.4609 -1.8253
C -0.0413 5.9014 -0.4152
H 2.4584 -1.2400 0.5678
H -2.1111 -4.2663 -0.4526
H -3.0249 -0.1638 -3.7514
H 2.5090 5.7863 2.9081
H 0.4797 4.5154 -3.3974
H -0.5651 -4.6563 -2.4478
H 2.7060 3.6999 4.2272
H 3.9186 -1.5933 3.8497
H -0.3180 -2.9887 2.0820
H 3.5553 -4.4939 1.7241
H 1.5069 1.9462 -0.6551
H 2.9175 -0.3842 2.0539
H -1.4932 -0.6784 -3.3524
H -1.9907 3.6838 -3.4883
H 0.6741 -4.1922 3.8926
H -4.2920 -1.4734 0.3165
H 1.6904 -0.7330 4.0508
H -1.1281 4.4812 -1.6274
H 0.3163 -1.8607 4.0646
H 4.1862 -3.3459 3.7175
H 3.4112 2.8645 -1.7979
H 2.9728 1.2035 -2.2023
H 2.8045 -3.5960 0.3821
H 1.2231 2.0621 -4.7347
H 1.8981 -4.7181 -2.6328
H -4.5597 -4.6210 -0.4227
H 1.2304 7.0173 0.9734
H -3.5335 4.4944 -3.0900
H 3.4142 2.3265 -3.4924
H -4.9854 -1.4298 -3.2575
H 1.8346 4.8054 -2.3145
H 2.0215 -0.5650 -1.6658
H 2.1210 4.2249 -3.9740
H -0.6091 6.7614 -0.7582
H 0.8308 0.7899 -3.5603
H 2.3240 -4.8386 3.7473
H -0.5378 1.1265 3.4096
H 3.1914 -2.6135 -2.2719
H -0.3033 2.1059 -3.8198
H 1.5007 1.6593 3.5743
H -6.0069 -3.1707 -1.8420
H -1.4997 -0.6802 4.2826
H -4.6110 -2.8708 2.3442
H 0.5986 -2.7433 0.5809
```

Löwdin population analysis, charges in e, atoms 1 to 2: Cd 1.314; Cl 0.449


Entry from OMol25: C40H44NPRhSSi as an isolated structure (wB97M-V/def2-TZVPD).

**LUMO energy (alpha / beta)**: -3.310 / -3.309 eV
**Net charge**: +1
**Highest occupied orbital energy (alpha / beta)**: -0.382 / -0.382 Eh
**Kohn-Sham gap (alpha / beta)**: 0.25997 / 0.25998 Eh

```
89
C40H44NPRhSSi | OMol25 | wB97M-V/def2-TZVPD
Rh -0.1738 0.1059 -0.0926
S -1.0058 -2.7974 3.1604
P -2.1145 1.7063 -0.2980
Si 1.8643 -0.9554 -0.6568
N -0.2436 -0.8268 1.6827
C 4.7768 1.9237 1.5965
C 3.9535 -4.2784 0.6072
C -4.0433 -0.1496 0.3619
C -2.0756 2.0710 -3.0632
C 2.4220 -1.4554 -3.3887
C 0.7093 1.0256 4.7602
C 1.1655 0.8526 -4.3052
C 1.7884 -0.0053 -5.2002
C -0.1555 -1.1699 5.3082
C -0.9386 -1.5866 -0.6623
C -3.5541 3.6574 -1.7932
C 3.2596 0.0619 1.6044
C 3.1629 -5.3493 0.2245
C -1.8088 -3.7513 0.0892
C -0.3393 -1.3929 3.9438
C -2.9765 2.2370 -1.8416
C 1.1901 0.5589 -2.9505
C 2.4197 -1.1545 -4.7429
C 1.8119 -0.5977 -2.4686
C 3.5259 -2.9801 0.3651
C 2.3005 -2.7201 -0.2612
C 0.3707 0.0433 5.6981
C 0.2766 2.9312 0.3082
C 0.0117 -0.4178 3.0068
C 4.1244 0.9061 2.2816
C 1.5283 -3.8210 -0.6530
C -2.1561 -4.0613 -1.2174
C -1.2939 -1.9156 -1.9702
C 4.5697 2.0797 0.2345
C 3.7078 1.2246 -0.4392
C -3.4727 1.1916 0.8461
C -1.2344 3.2179 0.3538
C -1.6473 3.6913 1.7473
C -1.8949 -3.1401 -2.2337
C -1.2049 -2.5267 0.3419
C -4.6369 2.1586 1.0660
C 0.5343 0.8094 3.4089
C -0.7912 -2.0294 1.6525
C 3.0266 0.2042 0.2330
C 1.9500 -5.1180 -0.4102
H 5.4570 2.5821 2.1208
H 0.5928 -3.6760 -1.1714
H 4.1634 -2.1605 0.6737
H 2.8955 -2.3671 -3.0443
H -2.0020 -4.4624 0.8832
H -2.6248 -5.0089 -1.4418
H 0.5185 0.2422 6.7508
H 3.4949 -6.3624 0.4112
H 0.6751 1.7495 -4.6616
H -2.6526 4.1056 1.7677
H 0.7257 1.2627 -2.2593
H 0.8386 3.6327 0.9295
H -5.1786 2.3298 0.1345
H -3.2797 -0.8541 0.0352
H -1.5966 2.8858 2.4845
H -4.3450 3.1229 1.4762
H 0.5621 1.9461 0.7381
H 4.9048 -4.4508 1.0933
H -0.4249 -1.9191 6.0394
H 2.9045 -1.8191 -5.4456
H -1.2141 2.7438 -3.0094
H -4.3896 3.7478 -2.4887
H -2.1698 -3.3820 -3.2527
H -2.6215 2.3213 -3.9746
H 0.8135 1.5580 2.6856
H -1.1049 -1.2192 -2.7790
H -1.7023 1.0513 -3.1608
H 1.3326 -5.9501 -0.7242
H 4.2921 0.7672 3.3423
H 1.1199 1.9673 5.0985
H -3.8031 1.5251 -1.9329
H -0.9655 4.4771 2.0766
H -2.8029 4.3870 -2.1015
H -5.3441 1.7073 1.7647
H -1.4355 4.0180 -0.3624
H 0.6860 2.9822 -0.7018
H 2.7727 -0.7373 2.1504
H 1.7846 0.2240 -6.2578
H -3.9145 3.9500 -0.8077
H 5.0888 2.8598 -0.3068
H -4.6110 -0.6146 1.1690
H -4.7353 0.0066 -0.4678
H 3.5654 1.3562 -1.5062
H -2.9593 1.0167 1.7989
```

Löwdin population analysis, charges in e, atoms 1 to 2: Rh 0.683; S 1.171


Entry from OMol25: C40H45AsGeN4NiS as an isolated structure (wB97M-V/def2-TZVPD).

**LUMO energy (alpha / beta)**: -3.204 / -3.627 eV
**Net charge**: +1
**Spin multiplicity**: 4
**Highest occupied orbital energy (alpha / beta)**: -0.333 / -0.358 Eh
**Kohn-Sham gap (alpha / beta)**: 0.21532 / 0.22496 Eh

```
93
C40H45AsGeN4NiS | OMol25 | wB97M-V/def2-TZVPD
As 0.0898 -2.8146 2.6342
Ge -1.0444 1.7867 -0.0618
Ni -0.2931 -1.0437 0.7741
S -2.5868 -0.7576 1.0705
N 1.5830 -0.3995 -0.0513
N -0.7004 0.0935 2.6628
N 5.6963 1.3987 1.5923
N 2.6609 -3.1706 -1.2474
C 2.6546 3.9183 -0.5110
C -1.4517 -4.7275 -2.3439
C 1.6233 -3.8551 -0.3772
C 1.6025 3.1708 0.0158
C -2.0195 4.7720 -1.3603
C 2.7143 4.1618 -1.8767
C 2.6673 0.4156 -2.0183
C -1.0607 -2.7323 4.1995
C 3.9884 -3.1423 -0.5841
C 0.5958 2.6709 -0.8084
C -3.6514 6.2769 -2.3042
C 0.2328 -3.7051 -0.9348
C -2.1896 -3.5574 -2.2489
C -0.2361 -4.7892 -1.6896
C -0.9696 1.0340 4.8413
C 3.7207 0.6566 0.0958
C -0.5260 -2.5236 -0.7545
C -0.1928 0.6460 3.7733
C -2.4254 6.0452 -1.6470
C 1.8007 -2.7781 3.5923
C -2.8886 0.2702 3.6315
C -2.0345 -0.0847 2.5830
C 2.6189 0.0305 0.6624
C -3.2486 1.2677 -1.8876
C -4.3832 1.5174 -2.6911
C -1.4925 2.9440 1.4858
C -2.4639 2.2741 -1.3830
C -1.7312 -2.5033 -1.4703
C -2.3476 0.8324 4.7705
C -3.9998 3.8850 -2.4481
C 1.7284 3.6492 -2.7166
C 1.6075 -0.1923 -1.3719
C 2.7533 -3.7567 -2.6110
C -2.8018 3.6376 -1.7153
C 0.6849 2.9024 -2.1868
C -4.7649 2.7976 -2.9387
C 3.7555 0.8493 -1.2775
C 0.0056 -4.7452 2.3016
C 4.8141 1.0783 0.9297
C -4.4095 5.2174 -2.7026
H 0.7170 -0.5034 -1.9077
H 4.5957 1.3476 -1.7429
H 3.3787 -3.1225 -3.2361
H -2.3651 -1.6258 -1.4153
H -0.5799 -5.2258 3.0827
H 1.7812 -3.5085 4.4001
H 2.6317 -3.0128 2.9256
H 3.1940 -4.7495 -2.5436
H 1.0080 -5.1732 2.3047
H 3.5169 4.7654 -2.2851
H 3.4248 4.3074 0.1455
H 4.6941 -2.5823 -1.1932
H -2.3567 2.5599 2.0248
H -1.7965 6.8830 -1.3716
H -0.1009 2.5331 -2.8410
H -3.9527 0.1111 3.5202
H -1.7503 3.9232 1.0858
H 2.3178 -2.2192 -1.3412
H -5.6552 3.0103 -3.5199
H -2.1079 -2.7559 3.9032
H 0.8829 0.7893 3.7966
H 2.5798 -0.1329 1.7337
H 1.9185 -4.9012 -0.3013
H -3.0114 0.2393 -1.6449
H 1.7580 -3.8298 -3.0367
H -0.4638 -4.9493 1.3406
H -3.9758 7.2909 -2.5035
H 3.8981 -2.6704 0.3910
H -0.8714 -1.8237 4.7678
H 1.5586 3.0056 1.0900
H -4.9556 0.6863 -3.0855
H -5.3430 5.3799 -3.2303
H 2.6323 0.5562 -3.0901
H -3.1460 -3.4779 -2.7530
H -0.5112 1.4871 5.7101
H 1.9693 -1.7901 4.0237
H 4.3411 -4.1629 -0.4583
H -0.6593 3.0501 2.1804
H -2.9848 1.1228 5.5960
H 1.7665 3.8448 -3.7826
H -1.8150 -5.5717 -2.9161
H -0.8449 -3.5929 4.8310
H -1.0597 4.6333 -0.8878
H 0.3626 -5.6958 -1.7550
H 1.6949 -3.3701 0.5929
```

Löwdin population analysis, charges in e, atoms 1 to 2: As 1.125; Ge 0.994


Which value of net charge does entry 2 give? -2


Look up the net charge of the fourth one. +1